(1)
Formula: C16H18CaF12N2O17S4
Source: the OMol25 dataset
Level of theory: the ωB97M-V functional and the def2-TZVPD basis

Total charge ... +1
Spin multiplicity ... 2
HOMO level (alpha / beta) ... -12.887 / -12.887 eV

Last column: Löwdin charge in e.
Positions of all 70 atoms, in Å:
Ca (0.40, -0.04, 0.37)  1.445
C (0.85, 4.23, -1.07)  -0.577
F (1.13, 4.47, 0.25)  0.108
F (-0.18, 5.06, -1.39)  0.114
F (1.86, 4.77, -1.70)  0.165
S (0.59, 2.35, -1.66)  0.702
O (0.44, 2.33, -3.11)  -0.246
O (1.89, 1.84, -1.22)  -0.358
N (-0.65, 1.73, -0.67)  -0.461
S (-1.93, 2.56, -0.90)  0.611
O (-2.20, 3.43, 0.26)  -0.289
O (-2.10, 3.24, -2.20)  -0.289
C (-3.26, 1.14, -1.01)  -0.623
F (-3.79, 0.95, -2.20)  0.171
F (-2.65, 0.00, -0.76)  0.108
F (-4.22, 1.31, -0.06)  0.128
C (4.71, -0.53, -1.12)  -0.626
F (4.26, -1.04, -2.22)  0.198
F (5.99, -0.79, -1.02)  0.205
F (4.49, 0.76, -1.39)  0.136
S (3.73, -1.10, 0.56)  0.768
O (2.96, -2.27, 0.14)  -0.283
O (4.79, -1.36, 1.53)  -0.255
N (2.52, 0.18, 1.03)  -0.420
S (3.46, 1.24, 1.70)  0.659
O (4.87, 1.49, 1.34)  -0.082
O (2.76, 2.49, 1.55)  -0.074
C (3.53, 0.76, 3.56)  -0.638
F (2.85, 1.69, 4.26)  0.135
F (3.15, -0.44, 3.74)  0.233
F (4.75, 1.01, 4.09)  0.143
C (-3.36, -5.59, 0.03)  -0.011
C (-2.01, -5.34, 0.79)  -0.321
C (-0.93, -5.35, -0.41)  -0.044
O (-0.87, -3.94, -0.72)  0.064
C (-1.12, -3.26, 0.41)  -0.368
O (-0.98, -2.03, 0.53)  -0.002
O (-1.89, -4.11, 1.30)  0.083
H (-3.23, -6.21, -0.85)  0.074
H (-3.74, -4.69, -0.44)  0.093
H (-4.10, -6.11, 0.64)  0.085
H (-1.86, -6.13, 1.52)  0.158
H (-1.14, -5.92, -1.31)  0.130
H (0.12, -5.55, -0.23)  0.133
C (-1.03, -0.69, -5.47)  -0.016
C (-0.68, -1.91, -4.59)  -0.298
C (0.68, -2.58, -4.90)  -0.063
O (1.48, -2.32, -3.75)  0.078
C (0.76, -1.58, -2.82)  -0.421
O (1.02, -1.38, -1.65)  0.017
O (-0.45, -1.28, -3.38)  0.056
H (-1.73, 0.08, -5.14)  0.089
H (-1.26, -1.01, -6.48)  0.092
H (-0.29, 0.11, -5.40)  0.090
H (-1.56, -2.55, -4.50)  0.157
H (1.12, -2.22, -5.83)  0.142
H (0.45, -3.65, -4.97)  0.134
C (-2.18, 3.52, 5.88)  -0.002
C (-1.99, 3.53, 4.32)  -0.219
C (-0.63, 4.15, 3.88)  -0.119
O (0.03, 3.18, 3.20)  0.054
C (-0.82, 2.10, 3.00)  -0.420
O (-0.67, 1.08, 2.24)  -0.061
O (-1.86, 2.21, 3.79)  0.120
H (-2.99, 2.89, 6.25)  0.084
H (-2.49, 4.47, 6.33)  0.086
H (-1.26, 3.31, 6.41)  0.084
H (-2.81, 3.98, 3.76)  0.160
H (0.11, 4.34, 4.66)  0.145
H (-0.81, 5.01, 3.22)  0.147

***

(2)
Formula: C4H12O
Source: the OMol25 dataset
Level of theory: the ωB97M-V functional and the def2-TZVPD basis

Structure (SMILES) ... CCO.CC
ΔE to the lowest compared entry with this formula, charge and spin ... 16.6 kcal/mol
Total charge ... 0
HOMO level ... -10.166 eV

Last column: Löwdin charge in e.
Positions of all 17 atoms, in Å:
C (0.87, 1.56, 1.62)  -0.089
C (1.82, 0.45, 1.17)  -0.278
O (3.06, 1.12, 0.81)  -0.110
H (1.30, 2.31, 2.21)  0.056
H (0.01, 1.12, 2.06)  0.059
H (0.55, 2.08, 0.71)  0.076
H (2.09, -0.18, 2.01)  0.105
H (1.45, -0.10, 0.30)  0.101
H (3.27, 1.06, -0.13)  0.079
C (-1.70, -1.88, -1.60)  -0.173
C (-1.90, -0.44, -1.13)  -0.170
H (-1.66, -2.03, -2.67)  0.061
H (-0.89, -2.36, -1.05)  0.062
H (-2.54, -2.47, -1.27)  0.048
H (-2.75, 0.06, -1.58)  0.060
H (-0.99, 0.10, -1.42)  0.054
H (-1.98, -0.40, -0.05)  0.059

***

(3)
Formula: C24H38GeIN2O5PdS
Source: the OMol25 dataset
Level of theory: the ωB97M-V functional and the def2-TZVPD basis

ΔE to the lowest compared entry with this formula, charge and spin ... 0.0 kcal/mol
Total charge ... +2
Spin multiplicity ... 6
HOMO level (alpha / beta) ... -14.614 / -14.713 eV

Last column: Löwdin charge in e.
Positions of all 73 atoms, in Å:
Pd (0.84, 0.48, 0.17)  0.825
C (5.34, 0.56, 0.19)  -0.017
C (4.31, -0.56, 0.30)  -0.646
C (3.96, -0.87, 1.74)  -0.021
C (4.75, -1.81, -0.44)  -0.033
O (3.07, -0.07, -0.32)  -0.372
Ge (2.48, -0.16, -2.01)  1.008
O (1.07, -1.15, -1.48)  -0.327
C (0.08, -1.91, -2.26)  -0.643
C (-0.15, -3.20, -1.48)  -0.009
C (0.66, -2.18, -3.63)  -0.037
C (-1.18, -1.07, -2.34)  -0.013
O (1.60, 1.42, -1.81)  -0.366
C (1.45, 2.56, -2.72)  -0.647
C (0.06, 2.50, -3.31)  -0.020
C (1.65, 3.80, -1.86)  -0.053
C (2.52, 2.46, -3.79)  -0.039
H (6.28, 0.24, 0.64)  0.106
H (5.54, 0.80, -0.86)  0.092
H (5.00, 1.45, 0.70)  0.076
H (4.81, -1.33, 2.24)  0.106
H (3.71, 0.04, 2.29)  0.063
H (3.11, -1.56, 1.79)  0.088
H (5.66, -2.22, -0.01)  0.107
H (3.97, -2.57, -0.40)  0.097
H (4.97, -1.58, -1.49)  0.081
H (0.74, -3.83, -1.50)  0.098
H (-0.38, -2.97, -0.44)  0.073
H (-0.98, -3.76, -1.91)  0.103
H (1.60, -2.73, -3.56)  0.095
H (-0.02, -2.78, -4.23)  0.109
H (0.83, -1.24, -4.18)  0.080
H (-1.56, -0.84, -1.34)  0.065
H (-1.00, -0.13, -2.86)  0.071
H (-1.96, -1.62, -2.87)  0.106
H (-0.68, 2.40, -2.51)  0.066
H (-0.15, 3.42, -3.86)  0.104
H (-0.05, 1.67, -4.00)  0.086
H (0.86, 3.86, -1.11)  0.041
H (2.63, 3.79, -1.38)  0.081
H (1.59, 4.71, -2.47)  0.106
H (2.40, 1.55, -4.38)  0.081
H (2.46, 3.30, -4.48)  0.110
H (3.52, 2.47, -3.35)  0.095
C (-5.42, -3.66, 4.05)  -0.023
C (-4.28, -2.79, 3.63)  -0.228
C (-3.68, -1.91, 4.53)  0.000
C (-2.61, -1.12, 4.14)  -0.039
C (-2.15, -1.21, 2.83)  -0.325
C (-2.73, -2.08, 1.91)  -0.036
C (-3.80, -2.85, 2.31)  -0.005
S (-0.81, -0.24, 2.36)  0.627
O (0.23, -1.06, 1.72)  -0.354
O (-0.41, 0.65, 3.40)  -0.293
N (-1.21, 0.68, 1.00)  -0.094
C (-1.99, 1.75, 1.05)  -0.382
C (-2.92, 2.03, 2.10)  0.063
C (-3.67, 3.18, 2.04)  -0.008
C (-3.49, 4.03, 0.96)  0.035
C (-2.56, 3.68, -0.05)  -0.079
N (-1.83, 2.60, -0.03)  0.129
H (-5.80, -3.38, 5.03)  0.087
H (-5.10, -4.70, 4.10)  0.102
H (-6.24, -3.61, 3.33)  0.095
H (-4.04, -1.86, 5.54)  0.129
H (-2.13, -0.45, 4.85)  0.125
H (-2.35, -2.15, 0.90)  0.106
H (-4.27, -3.53, 1.61)  0.131
H (-3.02, 1.33, 2.92)  0.111
H (-4.37, 3.42, 2.82)  0.133
H (-4.06, 4.94, 0.86)  0.129
H (-2.43, 4.33, -0.91)  0.128
I (1.75, 2.63, 1.56)  0.758

***

(4)
Formula: C5H10O
Source: the OMol25 dataset
Level of theory: the ωB97M-V functional and the def2-TZVPD basis

Structure (SMILES) ... OC1CCCC1
ΔE to the lowest compared entry with this formula, charge and spin ... 2.7 kcal/mol
Total charge ... 0
HOMO level ... -10.145 eV

Last column: Löwdin charge in e.
Positions of all 16 atoms, in Å:
O (-1.73, 0.28, 0.94)  -0.035
C (-1.07, 0.26, -0.32)  -0.399
C (-0.33, -1.07, -0.55)  -0.142
C (1.06, -0.89, 0.11)  -0.177
C (1.12, 0.58, 0.59)  -0.190
C (0.05, 1.29, -0.25)  -0.152
H (-2.33, -0.47, 0.98)  0.091
H (-1.80, 0.47, -1.12)  0.138
H (-0.89, -1.91, -0.13)  0.108
H (-0.22, -1.25, -1.63)  0.110
H (1.86, -1.09, -0.61)  0.101
H (1.21, -1.58, 0.95)  0.102
H (0.85, 0.64, 1.64)  0.106
H (2.11, 1.02, 0.47)  0.104
H (-0.30, 2.23, 0.19)  0.116
H (0.42, 1.50, -1.26)  0.119

***

(5)
Formula: C22H21N3O5Ru
Source: the OMol25 dataset
Level of theory: the ωB97M-V functional and the def2-TZVPD basis

ΔE to the lowest compared entry with this formula, charge and spin ... 0.0 kcal/mol
Total charge ... +2
HOMO level ... -14.318 eV

Last column: Löwdin charge in e.
Positions of all 52 atoms, in Å:
Ru (0.16, 0.28, -0.23)  1.328
O (-1.15, -1.12, -0.74)  -0.129
C (-2.34, -1.11, -0.32)  -0.106
C (-3.01, -0.16, 0.46)  -0.108
C (-4.37, -0.45, 0.75)  0.073
C (-5.10, 0.41, 1.50)  -0.119
C (-4.54, 1.59, 2.01)  0.059
C (-3.23, 1.90, 1.75)  0.033
C (-2.43, 1.05, 0.96)  -0.300
O (-1.20, 1.41, 0.76)  -0.181
N (-6.51, 0.09, 1.80)  -0.351
O (-7.12, 0.89, 2.48)  0.115
O (-6.95, -0.94, 1.34)  0.105
H (-2.92, -1.99, -0.64)  0.158
H (-4.84, -1.35, 0.37)  0.140
H (-5.16, 2.24, 2.61)  0.138
H (-2.79, 2.81, 2.13)  0.132
C (0.65, -0.57, 3.98)  0.058
C (0.90, -0.13, 2.58)  -0.431
O (0.16, -0.54, 1.65)  -0.055
N (1.94, 0.67, 2.33)  0.123
C (2.40, 0.97, 0.98)  -0.092
C (2.84, -0.28, 0.23)  -0.247
C (4.10, -0.82, 0.34)  0.026
C (4.34, -2.04, -0.28)  0.004
C (3.32, -2.68, -0.97)  0.000
C (2.08, -2.06, -1.04)  -0.066
N (1.86, -0.88, -0.46)  -0.026
H (-0.42, -0.68, 4.13)  0.109
H (1.07, 0.11, 4.71)  0.103
H (1.11, -1.56, 4.12)  0.117
H (2.50, 0.99, 3.10)  0.169
H (3.22, 1.69, 1.05)  0.155
H (1.62, 1.58, 0.42)  0.106
H (4.87, -0.32, 0.90)  0.136
H (5.32, -2.50, -0.22)  0.133
H (3.47, -3.63, -1.44)  0.130
H (1.24, -2.51, -1.56)  0.130
C (-0.70, 1.52, -1.69)  -0.037
C (0.40, 0.94, -2.39)  -0.369
C (1.66, 1.63, -2.42)  -0.012
C (2.70, 1.15, -3.18)  -0.022
C (2.50, 0.00, -3.95)  0.020
C (1.28, -0.68, -3.96)  -0.028
C (0.24, -0.22, -3.19)  0.002
H (-1.70, 1.17, -1.93)  0.107
H (-0.64, 2.56, -1.38)  0.108
H (1.76, 2.55, -1.87)  0.135
H (3.64, 1.67, -3.22)  0.128
H (3.31, -0.36, -4.57)  0.134
H (1.16, -1.56, -4.59)  0.131
H (-0.71, -0.73, -3.19)  0.133

***

(6)
Formula: C24H47BF13N2NbO9PSi
Source: the OMol25 dataset
Level of theory: the ωB97M-V functional and the def2-TZVPD basis

Total charge ... -1
HOMO level ... -3.780 eV

Last column: Löwdin charge in e.
Positions of all 99 atoms, in Å:
C (5.00, 2.47, -2.51)  -0.118
C (3.86, 1.82, -3.39)  -0.381
N (4.37, 0.81, -4.33)  -0.215
Nb (3.52, -1.13, -4.18)  1.234
C (3.46, -1.40, -6.48)  -0.339
C (4.07, -0.20, -7.27)  -0.319
F (3.22, 0.91, -7.26)  -0.094
P (3.46, -1.14, -1.61)  0.452
N (4.77, -0.44, -0.93)  -0.416
B (1.31, -0.38, -4.34)  -0.558
C (0.25, -0.46, -3.10)  -0.129
O (0.76, 0.18, -5.55)  -0.032
Si (5.84, -2.36, -4.14)  0.372
C (5.63, -4.01, -5.16)  -0.288
C (7.24, -1.38, -5.01)  -0.256
C (6.39, -2.94, -2.39)  -0.293
H (5.05, 3.56, -2.73)  0.056
H (6.01, 2.06, -2.75)  0.062
H (4.86, 2.26, -1.42)  0.052
H (3.03, 1.50, -2.73)  0.062
H (3.46, 2.66, -4.01)  0.099
H (5.39, 0.83, -4.33)  0.006
H (2.78, -2.81, -4.10)  -0.096
H (2.39, -1.56, -6.76)  0.029
H (4.00, -2.33, -6.80)  0.023
H (5.07, 0.06, -6.87)  0.073
H (4.19, -0.49, -8.34)  0.097
H (2.35, -0.33, -1.15)  -0.087
H (3.29, -2.48, -1.11)  -0.076
H (5.40, -0.15, -1.68)  -0.109
H (0.33, -1.45, -2.58)  0.050
H (0.46, 0.33, -2.35)  0.005
H (-0.78, -0.31, -3.51)  0.053
H (0.21, -0.51, -5.95)  0.075
H (5.78, -3.76, -6.24)  0.004
H (4.61, -4.43, -5.07)  -0.001
H (6.45, -4.70, -4.86)  0.010
H (8.11, -1.32, -4.30)  0.022
H (7.61, -1.98, -5.88)  0.021
H (6.95, -0.39, -5.42)  -0.009
H (7.14, -3.77, -2.53)  0.014
H (5.50, -3.41, -1.91)  0.003
H (6.82, -2.12, -1.78)  0.004
C (-5.38, 3.47, -0.98)  -0.066
C (-4.50, 3.53, -2.21)  -0.200
O (-3.11, 3.53, -1.86)  0.030
C (-2.59, 2.34, -1.56)  -0.386
O (-3.19, 1.31, -1.57)  0.178
C (-1.10, 2.48, -1.25)  -0.535
F (-0.85, 3.51, -0.42)  0.165
F (-0.39, 2.70, -2.35)  0.180
F (-0.59, 1.40, -0.67)  0.121
H (-5.13, 4.28, -0.30)  0.085
H (-6.43, 3.55, -1.25)  0.070
H (-5.23, 2.54, -0.43)  0.077
H (-4.69, 4.46, -2.75)  0.124
H (-4.72, 2.71, -2.90)  0.127
C (-11.14, 4.99, 0.99)  -0.062
C (-10.08, 5.02, 2.07)  -0.201
O (-9.64, 3.69, 2.41)  0.033
C (-8.76, 3.15, 1.57)  -0.387
O (-8.32, 3.68, 0.59)  0.167
C (-8.35, 1.76, 2.06)  -0.552
F (-9.41, 1.03, 2.43)  0.167
F (-7.55, 1.84, 3.13)  0.173
F (-7.71, 1.07, 1.13)  0.177
H (-11.97, 4.35, 1.29)  0.083
H (-11.52, 6.00, 0.80)  0.082
H (-10.74, 4.59, 0.06)  0.076
H (-10.49, 5.45, 2.99)  0.125
H (-9.23, 5.64, 1.79)  0.126
C (0.26, -0.02, 1.78)  -0.051
C (1.69, 0.24, 2.18)  -0.184
O (1.96, -0.25, 3.50)  0.028
C (2.19, -1.56, 3.60)  -0.401
O (2.18, -2.33, 2.69)  0.181
C (2.50, -1.93, 5.05)  -0.543
F (1.64, -1.38, 5.91)  0.149
F (3.72, -1.53, 5.41)  0.168
F (2.46, -3.25, 5.26)  0.161
H (-0.43, 0.39, 2.53)  0.084
H (0.03, 0.42, 0.81)  0.053
H (0.06, -1.10, 1.73)  0.082
H (1.87, 1.32, 2.20)  0.127
H (2.40, -0.18, 1.46)  0.109
C (0.62, -2.92, 8.99)  -0.055
C (-0.46, -3.40, 8.05)  -0.196
O (-1.51, -4.07, 8.77)  0.032
C (-2.40, -3.29, 9.36)  -0.398
O (-2.39, -2.09, 9.34)  0.175
C (-3.47, -4.13, 10.05)  -0.551
F (-2.94, -5.14, 10.76)  0.164
F (-4.31, -4.68, 9.16)  0.168
F (-4.21, -3.41, 10.89)  0.169
H (1.00, -3.74, 9.59)  0.084
H (1.45, -2.48, 8.43)  0.073
H (0.24, -2.17, 9.68)  0.078
H (-0.05, -4.13, 7.35)  0.127
H (-0.87, -2.59, 7.45)  0.127

***

(7)
Formula: C3H4OS
Source: the OMol25 dataset
Level of theory: the ωB97M-V functional and the def2-TZVPD basis

ΔE to the lowest compared entry with this formula, charge and spin ... 39.9 kcal/mol
Total charge ... 0
HOMO level ... -8.973 eV

Last column: Löwdin charge in e.
Positions of all 9 atoms, in Å:
C (0.58, -0.21, -0.80)  -0.510
C (-0.78, -0.87, -0.44)  -0.347
C (0.81, 0.61, 0.66)  -0.422
H (-0.55, -1.78, 0.24)  0.087
H (-1.67, -1.18, -1.28)  0.153
H (1.16, 1.67, 0.61)  0.072
H (1.63, 0.28, 1.31)  0.065
O (1.35, -0.27, -1.65)  0.138
S (-0.94, 0.38, 0.99)  0.764

***

(8)
Formula: C26H46BaN3O2S7SbSi3
Source: the OMol25 dataset
Level of theory: the ωB97M-V functional and the def2-TZVPD basis

ΔE to the lowest compared entry with this formula, charge and spin ... 70.7 kcal/mol
Total charge ... 0
HOMO level ... -6.777 eV

Last column: Löwdin charge in e.
Positions of all 89 atoms, in Å:
Ba (0.96, 0.82, 0.69)  1.582
C (-0.83, 1.03, 4.15)  -0.163
C (-1.06, 0.50, 5.59)  -0.146
N (0.17, -0.06, 6.12)  -0.165
C (1.22, 0.95, 6.08)  -0.153
C (1.52, 1.34, 4.60)  -0.154
N (0.54, 0.68, 3.71)  -0.241
C (0.71, -0.78, 3.83)  -0.183
C (0.58, -1.21, 5.31)  -0.143
H (-0.93, 2.12, 4.10)  0.112
H (-1.52, 0.59, 3.44)  0.061
H (-1.82, -0.28, 5.60)  0.120
H (-1.39, 1.30, 6.25)  0.115
H (2.11, 0.56, 6.57)  0.115
H (0.87, 1.81, 6.65)  0.115
H (2.51, 1.01, 4.30)  0.106
H (1.45, 2.42, 4.46)  0.111
H (1.69, -1.04, 3.43)  0.087
H (-0.07, -1.25, 3.22)  0.074
H (1.53, -1.58, 5.70)  0.118
H (-0.17, -2.00, 5.43)  0.119
O (3.36, -0.24, 2.09)  -0.312
S (3.53, 0.41, 0.82)  0.491
O (3.04, 1.80, 0.85)  -0.593
N (2.71, -0.32, -0.36)  -0.445
C (3.54, -0.69, -1.37)  -0.871
S (3.05, -1.24, -2.84)  0.716
C (4.97, -0.47, -1.04)  -0.238
C (6.07, -0.89, -1.77)  -0.017
C (7.34, -0.61, -1.27)  -0.045
C (7.50, 0.09, -0.08)  -0.057
C (6.40, 0.51, 0.65)  -0.026
C (5.15, 0.22, 0.15)  -0.207
H (5.93, -1.43, -2.69)  0.103
H (8.21, -0.96, -1.81)  0.112
H (8.50, 0.29, 0.29)  0.111
H (6.52, 1.04, 1.59)  0.125
C (-4.38, -3.88, -0.55)  -0.383
S (-3.66, -2.50, -1.48)  0.780
C (-4.23, -1.18, -0.48)  -1.037
C (-3.51, -0.59, 0.51)  -1.207
S (-1.94, -0.98, 1.05)  0.380
S (-4.41, 0.64, 1.39)  0.856
C (-5.86, 0.66, 0.43)  -1.529
S (-7.08, 1.74, 0.65)  0.496
S (-5.85, -0.55, -0.79)  0.887
H (-4.06, -4.80, -1.04)  0.029
H (-5.47, -3.82, -0.58)  0.029
H (-4.02, -3.85, 0.47)  0.036
C (0.00, 5.51, 2.49)  -0.219
Si (0.71, 5.57, 0.74)  0.324
C (0.19, 7.19, -0.08)  -0.208
C (2.60, 5.46, 0.77)  -0.218
Sb (-0.22, 3.50, -0.49)  0.739
Si (0.86, 3.77, -2.82)  0.325
C (0.41, 5.42, -3.64)  -0.214
C (2.73, 3.62, -2.60)  -0.209
C (0.20, 2.30, -3.81)  -0.222
Si (-2.75, 4.14, -0.61)  0.365
C (-3.23, 4.12, 1.21)  -0.234
C (-3.52, 2.79, -1.69)  -0.217
C (-3.09, 5.86, -1.32)  -0.210
H (0.51, 6.21, 3.16)  0.033
H (0.10, 4.51, 2.91)  0.009
H (-1.06, 5.76, 2.48)  0.011
H (0.63, 8.05, 0.44)  0.034
H (-0.89, 7.31, -0.06)  0.007
H (0.51, 7.24, -1.12)  0.013
H (3.02, 6.00, 1.63)  0.032
H (3.03, 5.89, -0.13)  0.021
H (2.93, 4.42, 0.84)  0.002
H (1.03, 6.23, -3.26)  0.019
H (-0.64, 5.67, -3.45)  0.004
H (0.55, 5.36, -4.72)  0.031
H (3.14, 4.47, -2.06)  0.014
H (3.24, 3.56, -3.57)  0.037
H (2.97, 2.72, -2.04)  0.013
H (-0.89, 2.29, -3.81)  0.019
H (0.55, 1.36, -3.37)  0.019
H (0.54, 2.32, -4.85)  0.035
H (-2.66, 3.35, 1.73)  0.002
H (-4.29, 3.90, 1.35)  0.023
H (-3.03, 5.08, 1.68)  0.016
H (-3.12, 1.81, -1.41)  0.019
H (-3.30, 2.96, -2.74)  0.028
H (-4.60, 2.76, -1.57)  0.030
H (-2.99, 6.62, -0.55)  0.016
H (-4.11, 5.92, -1.71)  0.035
H (-2.40, 6.10, -2.13)  0.004